254
Properties=species:S:1:pos:R:3 method="wB97M-V/def2-TZVPD" homo_lumo_gap_ev=8.18 total_charge=0 total_energy_ha=-5984.28377 max_force_ev_per_a=5.64
P 1.277 -0.302 -0.442
Na 0.583 2.189 -0.637
Na -0.979 -2.054 0.174
Na 2.917 -2.277 -1.887
Na 2.308 -1.569 1.970
O 2.192 -4.652 -3.049
O -0.832 3.307 1.516
O -3.707 7.281 1.526
O -2.884 -5.428 -2.209
O 5.031 5.376 0.924
O 5.123 -6.141 -0.153
O -1.613 -2.963 -4.926
O -9.143 0.324 -2.651
O -3.314 -1.687 0.695
O 3.514 -0.666 4.079
O -3.993 -7.070 4.651
O 2.206 0.359 0.663
O -6.383 1.243 1.281
O 1.912 -0.095 -1.847
O -0.196 6.848 -0.909
O 1.037 -3.352 3.056
O -0.610 2.957 -2.613
O -1.739 1.651 9.477
O -2.451 -1.580 5.472
O 4.192 4.659 -4.014
O -0.522 -3.880 1.646
O 1.285 -1.842 -0.156
O 5.514 -1.899 -2.639
O 3.678 -0.762 -7.222
O 7.859 -0.068 0.951
O -0.210 0.080 -0.437
O 0.635 -5.480 2.694
N 2.248 2.910 1.270
N -2.599 -5.964 1.472
N -2.630 -1.168 8.256
N -6.224 1.028 -1.719
N -2.506 8.684 -0.665
N 2.779 -4.169 -0.096
N 3.141 -0.979 -4.126
N 4.760 -0.152 1.385
N -2.368 -2.343 -1.959
N 2.306 2.461 -2.332
C 0.029 2.662 2.477
C -1.930 2.825 10.218
C 2.534 -0.597 5.109
C 1.546 -4.194 -4.233
C -2.025 2.572 -2.525
C 2.730 -1.572 -6.502
C 4.526 -0.640 -4.539
C 1.398 3.340 2.384
C -2.093 -5.707 -3.409
C -3.572 5.866 1.554
C 5.553 -0.689 -3.390
C 5.216 0.407 2.637
C 4.204 0.563 3.808
C 1.309 -5.059 -2.004
C -5.580 2.051 0.395
C 0.356 -4.216 2.429
C 6.469 -6.488 -0.575
C -1.041 7.148 -1.992
C -1.297 -1.781 -2.772
C 3.592 3.483 1.364
C -4.281 -1.897 -0.390
C 5.790 -3.083 -3.340
C -3.642 -7.273 6.053
C -6.231 2.233 -1.007
C -1.714 -0.834 9.313
C -8.315 1.464 -3.075
C 6.817 -0.758 0.254
C -4.523 7.789 0.510
C -2.988 -6.400 3.872
C -2.424 -2.985 -6.116
C -1.416 -0.791 4.842
C -2.015 2.600 1.285
C 5.053 -4.817 0.475
C -1.708 -1.668 -4.295
C -3.275 -5.585 0.200
C 0.239 5.487 -0.963
C 3.638 5.008 1.151
C -3.492 -1.451 -1.709
C 1.572 2.675 -3.628
C -3.498 -0.805 6.098
C -3.606 -6.053 2.516
C 4.744 5.872 -4.355
C -2.970 -0.065 7.357
C 5.535 0.047 0.188
C 2.166 -5.383 -0.691
C -2.324 -5.663 -0.962
C 4.285 -1.339 -8.393
C -1.543 8.578 -1.793
C -2.123 0.423 10.086
C 3.738 2.875 -2.465
C 5.199 6.696 0.381
C 9.203 -0.433 0.478
C -3.835 -2.128 1.958
C -10.523 0.559 -2.728
C -5.765 1.117 2.530
C 3.711 -4.412 1.005
C 2.252 -0.849 -5.278
C 3.979 4.362 -2.613
C 0.128 2.079 -3.491
C -3.762 7.971 -0.836
C -6.795 1.206 -3.054
H 1.961 0.180 -5.489
H -3.102 -0.450 -1.522
H 2.145 -1.589 5.339
H 0.919 -3.325 -4.032
H -2.202 -2.173 -6.809
H 6.577 -0.580 -3.746
H -1.042 -0.953 -4.778
H -2.337 -3.877 -6.737
H 3.477 1.268 3.405
H -3.110 -1.737 2.671
H -1.974 8.890 -2.744
H 6.029 -0.292 2.831
H 4.552 1.095 4.693
H -2.005 -5.198 1.757
H -1.700 -6.723 -3.363
H 4.891 6.711 -0.665
H -7.186 2.742 -0.879
H -2.730 -1.288 -4.305
H 0.528 -4.321 -1.823
H -1.911 0.071 4.395
H 5.714 1.363 2.473
H -3.949 -3.211 1.927
H 0.114 1.031 -3.189
H 3.135 -2.549 -6.239
H -1.252 2.854 11.071
H 1.577 3.730 -3.902
H -4.250 -1.534 6.403
H 9.399 -0.503 -0.592
H -3.456 -2.959 -5.768
H -6.486 0.605 3.167
H -0.806 -1.413 4.187
H 3.303 -5.128 1.718
H 2.322 1.474 -2.115
H -2.557 3.129 0.500
H 3.229 5.532 2.014
H 4.222 6.227 -5.244
H 0.816 5.274 -0.064
H -8.501 1.537 -4.146
H 6.623 -1.720 0.727
H -2.616 2.355 -3.414
H -0.712 -0.616 8.944
H -3.876 0.454 7.671
H -1.521 -4.928 -0.908
H -0.324 2.789 3.500
H -2.466 3.302 -1.846
H -0.279 2.082 -4.502
H 9.476 -1.312 1.061
H 1.291 -1.239 -4.943
H -1.613 -1.714 9.948
H 1.499 -5.797 0.064
H -4.245 -1.343 -2.490
H 1.608 -0.159 4.739
H 4.931 -0.379 -0.613
H 5.080 -0.656 -8.692
H -5.071 -1.159 -0.251
H -10.809 0.954 -3.703
H -6.820 0.336 -1.288
H -2.820 5.523 2.265
H -2.656 -7.736 6.024
H 5.235 -3.198 -4.271
H -5.631 2.989 -1.513
H 4.437 6.518 -3.533
H 5.814 5.760 -4.533
H -4.362 -7.850 6.635
H -1.286 -4.975 -3.448
H -1.162 -0.731 -2.516
H 0.060 1.598 2.240
H 7.146 -6.586 0.273
H 7.099 -0.904 -0.789
H -2.639 -3.239 -2.338
H 6.881 -5.803 -1.316
H 3.825 0.132 1.129
H 3.557 -1.497 -9.188
H 1.007 -5.030 -4.681
H 4.340 2.876 0.854
H 2.333 -3.847 -4.902
H -1.593 0.409 11.039
H -3.371 5.393 0.592
H 2.342 1.922 1.081
H 0.709 -5.940 -2.230
H -2.252 -1.823 7.587
H 5.471 -3.923 -2.724
H 9.950 0.315 0.744
H -4.291 -6.864 2.269
H 4.542 -2.384 -8.222
H -0.313 -2.214 -2.588
H -11.113 -0.354 -2.649
H -3.616 7.052 -1.404
H 5.003 -1.341 -5.224
H 5.827 1.075 -0.023
H -0.779 -0.472 5.667
H 4.779 4.725 -1.967
H -3.963 -0.102 5.407
H -8.663 2.413 -2.667
H -2.040 1.647 -1.948
H -3.473 -6.301 6.517
H -2.144 0.617 7.157
H -5.436 3.018 0.878
H 1.247 4.412 2.256
H 6.519 -7.483 -1.019
H 2.893 -0.337 -3.387
H -2.521 2.514 2.247
H 3.130 4.880 -2.166
H -5.652 2.117 2.949
H -2.133 -7.048 3.683
H 5.440 0.152 -2.706
H 3.954 3.269 2.370
H -0.783 9.312 -1.526
H -1.889 -6.660 -1.029
H -4.435 5.363 1.990
H -6.203 1.973 -3.553
H 1.845 -1.816 -7.090
H -1.950 3.710 9.581
H -2.071 8.363 0.188
H -6.707 0.259 -3.587
H -3.198 0.360 10.250
H -4.638 -2.917 -0.532
H 3.089 5.286 0.251
H 6.242 7.003 0.308
H -4.383 8.509 -1.553
H -1.799 6.400 -2.222
H 3.877 -3.500 1.579
H 4.229 2.496 -1.569
H -0.443 7.110 -2.902
H -0.589 4.778 -0.977
H -2.697 -5.513 -4.295
H 4.803 7.449 1.062
H 4.522 0.346 -5.001
H -4.563 1.662 0.335
H -10.916 1.190 -1.931
H 5.512 -4.064 -0.165
H -0.074 -5.828 2.148
H 2.850 -0.134 6.044
H 5.737 -4.863 1.323
H 2.130 2.200 -4.434
H -1.745 1.567 1.066
H 6.863 -3.205 -3.488
H 4.296 2.309 -3.211
H -4.853 8.795 0.770
H -4.789 -1.663 2.208
H 2.031 -3.503 0.033
H -3.712 -4.590 0.282
H -2.966 2.873 10.555
H -4.813 0.586 2.498
H 0.932 5.405 -1.800
H -2.696 -5.481 4.380
H -4.120 -6.240 -0.008
H -4.237 -5.173 2.644
H 1.844 3.097 3.349
H 2.952 -6.106 -0.911
H -5.425 7.197 0.357

=====

18
Properties=species:S:1:pos:R:3 method="wB97M-V/def2-TZVPD" homo_lumo_gap_ev=7.51 relative_energy_kcal_mol=99.6 total_charge=0 total_energy_ha=-381.12666 max_force_ev_per_a=1.55
O -0.923 1.101 -1.975
N 0.795 0.409 -0.599
N 1.179 -1.988 0.144
C 0.386 -1.239 -0.521
C -1.485 0.892 0.398
C -1.449 -0.613 0.448
C -0.609 0.974 -0.808
C 1.552 0.858 0.586
H 1.114 -2.953 -0.174
H -1.152 -1.040 1.400
H -1.053 1.380 1.273
H 1.505 1.944 0.659
H -2.453 1.334 0.154
H 1.098 0.433 1.477
H -2.285 -1.105 -0.035
H 1.300 0.601 -1.465
H 2.566 0.472 0.518
H -0.086 -1.460 -1.478